(1)
The following is a DFT calculation (ωB97M-V/def2-TZVPD) of an isolated ion of composition C4H7NO3 and charge +1 at a distorted geometry.

Atoms and positions in Å:
O  -1.0356  -1.1421  1.3948
C  -0.7991  -0.1991  0.7209
N  -1.4644  1.0572  0.9355
C  -0.8887  2.2573  0.5438
O  -1.2208  3.3180  0.9726
C  0.2956  -0.1866  -0.3445
C  0.9973  -1.6295  -0.3725
O  1.4154  -1.8986  -1.6500
H  -2.2551  1.0445  1.5823
H  -0.0702  2.2103  -0.2008
H  1.1118  0.5241  -0.2692
H  -0.1383  -0.0087  -1.3521
H  1.8358  -1.7250  0.3082
H  0.2511  -2.4025  -0.1681
H  1.9651  -1.2193  -2.1009

Results
HOMO energy (alpha / beta) in eV: -15.906 / -14.584
Spin multiplicity: 2
Charge: +1
Energy above the lowest of the compared OMol25 structures with the same formula, charge and spin in eV: 1.672
HOMO-LUMO gap (alpha / beta) in eV: 11.3584 / 4.0138
Lowest unoccupied orbital energy (alpha / beta) in eV: -4.5481 / -10.5703
<S²>: 0.76

---

(2)
The following is a DFT calculation (ωB97M-V/def2-TZVPD) of a 2-piece molecular cluster, C4H7NO3S overall at a distorted geometry.

Atoms and positions in Å:
C  0.9091  0.9637  0.4796
C  0.3327  -2.0161  2.6418
C  -0.0005  -0.8017  -1.2197
C  -0.0792  0.1050  -0.0172
N  -1.3746  0.2015  0.5131
O  1.4039  -1.6003  2.5830
O  -0.7716  -2.3212  2.6603
O  -0.7814  -1.9718  -0.8989
S  0.5027  1.8292  1.9865
H  1.9982  0.8225  0.3163
H  1.1194  -0.9442  -1.4121
H  -0.6674  -0.4983  -2.0274
H  -2.0460  -0.4280  0.0557
H  0.6158  3.0644  1.4567
H  -1.3974  0.5904  1.4611
H  -0.4742  -2.3944  -0.1420

Results
HOMO energy in eV: -8.192
SMILES: N/C(=C\S)CO.O=C=O
Energy above the lowest of the compared OMol25 structures with the same formula, charge and spin in eV: 0.000
HOMO-LUMO gap in eV: 8.5799
Lowest unoccupied orbital energy in eV: 0.3879

---

(3)
The following is a DFT calculation (ωB97M-V/def2-TZVPD) of C4H7NO4 in the gas phase at a distorted geometry.

Atoms and positions in Å:
C  -0.9589  0.6029  -0.9713
C  -1.8232  -1.3633  0.1067
C  0.6524  -0.4837  0.5852
C  1.0774  1.7423  -0.4239
N  0.2456  0.4945  -0.2349
O  -1.1505  1.4511  -1.7763
O  -1.8843  -0.3422  -0.8240
O  1.2359  -1.6458  0.0721
O  0.8227  -0.2326  1.8830
H  -1.3502  -2.2878  -0.1932
H  -2.7617  -1.2757  0.6019
H  1.0493  2.4860  0.4757
H  2.1335  1.6118  -0.5432
H  0.6467  2.3158  -1.3510
H  0.5561  -2.3783  0.1988
H  1.5092  -0.6950  2.3942

Results
HOMO energy (alpha / beta) in eV: -8.479 / -7.327
Energy above the lowest of the compared OMol25 structures with the same formula, charge and spin in eV: 5.296
HOMO-LUMO gap (alpha / beta) in eV: 8.7912 / 7.2549
Lowest unoccupied orbital energy (alpha / beta) in eV: 0.3120 / -0.0718

---

(4)
The following is a DFT calculation (ωB97M-V/def2-TZVPD) of C4H7NOS in the gas phase at a distorted geometry.

Atoms and positions in Å:
C  1.3632  -0.0182  0.1061
C  -1.4780  -0.4087  -0.7126
C  -1.0669  -1.3993  0.3612
C  -0.5028  -0.0076  0.3818
N  1.8586  1.1674  0.0861
O  1.0935  2.3198  0.0440
S  2.2242  -1.4347  -0.0388
H  -1.0744  -0.7242  -1.6783
H  -2.3844  0.1282  -0.8560
H  -1.6807  -1.7394  1.2398
H  -0.3710  -2.0038  -0.1914
H  -0.8747  0.6600  1.0294
H  2.7457  1.5074  0.3474
H  0.1478  1.9532  -0.1188

Results
HOMO energy in eV: -8.482
SMILES: ONC(=S)C1CC1
Energy above the lowest of the compared OMol25 structures with the same formula, charge and spin in eV: 4.734
HOMO-LUMO gap in eV: 9.1281
Lowest unoccupied orbital energy in eV: 0.6461

---

(5)
The following is a DFT calculation (ωB97M-V/def2-TZVPD) of C4H7NOS in the gas phase at a distorted geometry.

Atoms and positions in Å:
C  -1.3274  -0.0497  -0.0708
C  -0.0328  -0.2415  0.6421
C  0.9180  1.0327  0.3616
C  1.8920  0.2862  -0.5790
H  -1.8476  -1.9441  0.3769
H  -3.0577  -1.1244  -0.4984
H  -0.2330  -0.4458  1.6934
H  0.2699  1.7388  -0.1481
H  1.2785  1.4402  1.3013
H  1.7137  0.5661  -1.5949
H  2.9637  0.2582  -0.4332
N  -2.0885  -1.1296  -0.1660
O  -1.6105  0.9560  -0.6362
S  1.1618  -1.3432  -0.2487

Results
HOMO energy in eV: -8.700
SMILES: NC(=O)[C@@H]1CCS1
Energy above the lowest of the compared OMol25 structures with the same formula, charge and spin in eV: 0.564
HOMO-LUMO gap in eV: 9.3672
Lowest unoccupied orbital energy in eV: 0.6670

---

(6)
The following is a DFT calculation (ωB97M-V/def2-TZVPD) of C4H7NOS in the gas phase at a distorted geometry.

Atoms and positions in Å:
C  -0.6533  1.0415  0.0173
C  -0.4454  0.1958  -1.2332
C  -0.6838  -0.4250  0.1665
C  1.1901  -2.0106  0.5434
H  -0.1154  2.2659  1.6211
H  0.8568  2.5386  -0.1121
H  -1.7034  1.5316  0.0782
H  0.4764  0.2759  -1.7820
H  -1.4618  -0.0119  -1.7754
H  -1.4785  -1.1905  0.4266
H  2.0572  -2.0056  1.1639
N  0.5072  1.7009  0.7226
O  0.5734  -0.8430  0.9178
S  0.8804  -3.0638  -0.7549

Results
HOMO energy in eV: -8.695
SMILES: N[C@H]1C[C@H]1OC=S
Energy above the lowest of the compared OMol25 structures with the same formula, charge and spin in eV: 4.496
HOMO-LUMO gap in eV: 9.1020
Lowest unoccupied orbital energy in eV: 0.4066

---

(7)
The following is a DFT calculation (ωB97M-V/def2-TZVPD) of C4H7NOS in the gas phase at a distorted geometry.

Atoms and positions in Å:
C  -2.0257  1.4594  -0.2379
C  -1.0929  0.5482  -0.0992
C  2.0252  -0.2575  -0.0606
C  -1.2971  -0.9303  0.1960
N  1.7775  -1.4581  -0.3542
O  3.1641  0.3423  0.0404
S  0.6729  1.0767  0.1112
H  -3.1017  1.2760  -0.4915
H  -1.7332  2.5187  -0.1090
H  -0.8946  -0.9951  1.2726
H  -0.7126  -1.7495  -0.3087
H  -2.4305  -1.2011  0.1294
H  2.6989  -1.9454  -0.4517
H  2.9497  1.3158  0.3633

Results
HOMO energy (alpha / beta) in eV: -5.097 / -9.927
Spin multiplicity: 3
Energy above the lowest of the compared OMol25 structures with the same formula, charge and spin in eV: 2.462
HOMO-LUMO gap (alpha / beta) in eV: 5.4989 / 7.6315
Lowest unoccupied orbital energy (alpha / beta) in eV: 0.4017 / -2.2959
<S²>: 2.01

---

(8)
The following is a DFT calculation (ωB97M-V/def2-TZVPD) of C4H7NOS2 as an isolated structure at a distorted geometry.

Atoms and positions in Å:
C  2.2812  -2.0661  -0.8856
C  1.1495  -1.2756  -0.0954
C  0.0581  1.2504  0.6330
C  -1.4290  1.0015  0.4197
H  2.0317  -3.2535  -0.9960
H  3.2596  -1.9500  -0.4719
H  2.3166  -1.7944  -1.9920
H  0.5493  1.2915  1.7129
H  0.0896  2.4051  0.1629
H  -2.3778  0.1393  0.6747
H  -3.1873  2.6260  -1.6612
N  -1.8181  2.0496  -0.1604
O  -3.1895  1.8764  -0.5962
S  0.2197  -1.8078  1.0932
S  1.2305  0.4151  -0.5912

Results
HOMO energy in eV: -8.720
Energy above the lowest of the compared OMol25 structures with the same formula, charge and spin in eV: 6.012
HOMO-LUMO gap in eV: 8.6396
Lowest unoccupied orbital energy in eV: -0.0808

---

(9)
The following is a DFT calculation (ωB97M-V/def2-TZVPD) of C4H7NOS2 in the gas phase at a distorted geometry.

Atoms and positions in Å:
C  1.8533  1.3844  0.2964
C  0.5201  -0.9200  -0.5805
C  -0.9554  -0.5758  -0.9035
C  -1.9873  -1.1447  -0.0629
H  0.9191  2.0768  1.9142
H  -0.0884  1.0027  0.9880
H  0.7363  -1.7784  -1.2183
H  0.7284  -1.2236  0.4454
H  -1.2028  -0.3276  -1.9063
H  -1.6306  -1.7489  0.7464
H  -3.0014  -1.1428  -0.2957
N  0.8475  1.3572  1.1893
O  -1.5938  0.2511  0.1158
S  3.0906  2.4931  0.3125
S  1.7645  0.2963  -1.0408

Results
HOMO energy in eV: -8.264
SMILES: NC(=S)SC[C@H]1CO1
Energy above the lowest of the compared OMol25 structures with the same formula, charge and spin in eV: 1.489
HOMO-LUMO gap in eV: 8.8482
Lowest unoccupied orbital energy in eV: 0.5838